Molecular formula: C13H31O5P2Si2
Method: DFT, ωB97M-V/def2-TZVPD

Each line ends with the Mulliken charge.
Positions of all 53 atoms, in Å:
C: 1.80208 3.24343 1.64021  -1.213
C: 2.63091 1.93042 1.67647  -0.367
P: 3.40311 1.65452 0.03267  0.021
C: 4.32526 0.04314 0.17392  -0.925
Si: 1.65691 1.24350 -1.30714  0.583
O: 2.06841 -0.08239 -2.23634  0.444
Si: 0.97245 -1.18397 -2.78519  -0.410
C: 0.97862 -2.72253 -1.73340  -1.223
C: 1.20813 -2.47023 -0.22623  -0.267
C: -0.02781 -2.71375 0.64837  0.550
C: 0.30502 -2.37043 2.11911  -1.831
C: -1.29899 -2.00490 0.13181  0.842
C: -2.44826 -2.99654 -0.06441  -1.642
C: -3.56379 -2.46600 -0.93256  -1.468
C: -3.87763 -1.16251 -1.11124  1.259
C: -3.98618 -0.62015 -2.51376  -1.375
C: -4.17929 -0.21127 0.02197  -1.634
H: 1.82218 3.77077 2.58996  0.413
H: 0.78013 3.02196 1.33524  0.218
H: 2.21367 3.91543 0.88427  0.321
H: 3.40355 1.99249 2.44344  0.463
H: 1.95896 1.09733 1.90949  0.198
H: 5.25268 0.10469 -0.39099  0.385
H: 3.75785 -0.84587 -0.09790  0.176
H: 4.59733 -0.05740 1.22770  0.329
H: 0.45948 0.91017 -0.48594  -0.146
H: 1.31532 2.40905 -2.14331  -0.213
H: 1.20587 -1.49280 -4.21343  -0.301
H: -0.37253 -0.55102 -2.73007  -0.152
H: 0.02721 -3.24470 -1.86908  -0.290
H: 1.75749 -3.38203 -2.12149  0.729
H: 1.62454 -1.48130 -0.01711  -0.520
H: 1.96869 -3.17937 0.11840  0.530
H: -0.21293 -3.79140 0.61522  0.752
H: 0.18551 -3.25067 2.75337  0.286
H: 1.35621 -2.08688 2.20450  0.415
H: -0.30605 -1.55804 2.50660  0.421
H: -1.56959 -1.25358 0.87410  0.241
H: -1.12091 -1.46576 -0.79733  -0.324
H: -2.74808 -3.36851 0.92383  0.379
H: -2.05174 -3.86712 -0.59541  0.677
H: -4.16237 -3.21259 -1.45229  0.646
H: -4.61835 0.27106 -2.55440  0.382
H: -4.45081 -1.36607 -3.16859  0.461
H: -2.99202 -0.37021 -2.87797  0.116
H: -3.46395 -0.24938 0.84507  0.412
H: -4.23396 0.81879 -0.33160  0.242
H: -5.17216 -0.47044 0.39129  0.519
O: -0.55044 6.25555 2.42891  -0.700
P: 0.76421 7.04080 2.14009  0.833
O: 1.33875 6.51755 0.78990  -0.678
O: 1.78514 6.74665 3.27697  -0.752
O: 0.48218 8.56249 2.05432  -0.815

- net charge = -3
- frontier orbital gap (eV) = 1.2
- energy (eV) = -58548.7678

---

Molecular formula: C36H41IN2OPtSSi
Method: DFT, ωB97M-V/def2-TZVPD

Each line ends with the Mulliken charge.
Positions of all 84 atoms, in Å:
Pt: 0.67464 0.61045 0.07708  0.557
I: 1.44530 3.25526 -1.12033  0.012
C: -0.58250 3.66869 -0.83046  0.420
C: -0.93166 4.97804 -1.02362  -0.509
C: -2.28538 5.36295 -0.99017  -0.773
C: -3.24416 4.41021 -0.81500  -1.011
C: -2.90077 3.04998 -0.61865  1.263
C: -3.92968 2.08985 -0.46816  -1.238
C: -3.61176 0.78107 -0.26688  -1.015
C: -2.26220 0.39458 -0.13712  0.096
C: -1.21870 1.28152 -0.24287  0.037
C: -1.53105 2.64296 -0.57074  0.165
H: -0.16882 5.71754 -1.22928  0.412
H: -2.55031 6.40318 -1.13227  0.391
H: -4.29586 4.67452 -0.82270  0.391
H: -4.96015 2.42106 -0.52639  0.347
H: -4.39479 0.03510 -0.17855  0.430
H: -2.03562 -0.63256 0.11872  0.555
C: 4.04295 0.81010 1.44670  -0.854
C: 3.69122 -0.39388 0.63022  0.594
C: 4.52377 -1.48033 0.51082  -0.758
C: 4.12957 -2.55044 -0.32424  -0.680
C: 2.96079 -2.49279 -1.03329  -0.696
C: 2.14557 -1.33057 -0.90670  0.752
N: 2.52942 -0.34734 -0.03822  0.062
N: 0.98882 -1.02149 -1.50082  -0.054
Si: 0.06855 -1.95862 -2.62855  -0.185
C: -0.50779 -3.56464 -1.84898  -0.745
C: -1.41923 -0.95254 -3.13702  -0.844
C: 1.08253 -2.34153 -4.16232  -1.070
H: 5.06237 0.73258 1.82030  0.444
H: 3.36413 0.93410 2.29379  -0.071
H: 3.94969 1.71609 0.84152  0.162
H: 5.47044 -1.49836 1.03268  0.401
H: 4.77127 -3.41956 -0.41220  0.431
H: 2.64893 -3.29391 -1.69043  0.285
H: -1.21328 -3.35127 -1.04288  0.005
H: 0.31876 -4.13326 -1.41192  0.298
H: -0.99735 -4.20510 -2.59181  0.452
H: -2.18308 -0.95935 -2.35598  0.082
H: -1.86771 -1.35365 -4.05225  0.481
H: -1.14767 0.09227 -3.31692  0.224
H: 1.93227 -2.99516 -3.94408  0.307
H: 1.47649 -1.42435 -4.60920  0.303
H: 0.46096 -2.84331 -4.91160  0.327
C: -3.35419 -3.59726 2.09297  -1.207
S: -2.13597 -2.43177 2.72867  0.762
O: -1.19688 -2.18332 1.59677  -0.443
C: -1.29687 -3.57482 3.82886  0.440
C: -1.91697 -4.04855 4.97754  -0.620
C: -1.22289 -4.90344 5.81697  -0.615
C: 0.08578 -5.26326 5.51441  -0.507
C: 0.69818 -4.77226 4.37169  -0.652
C: 0.00609 -3.92118 3.51856  -0.475
H: -2.82386 -4.42074 1.61424  0.349
H: -3.95679 -3.05492 1.36460  0.377
H: -3.98484 -3.95689 2.90756  0.448
H: -2.92779 -3.73995 5.22511  0.404
H: -1.69773 -5.28410 6.71327  0.402
H: 0.62822 -5.92828 6.17590  0.391
H: 1.71906 -5.05168 4.14059  0.428
H: 0.45150 -3.52041 2.61861  0.529
C: -1.28212 2.38249 2.62378  -2.579
C: -0.18239 1.40731 3.03991  3.531
C: 1.03074 2.27356 3.48949  -2.010
C: 0.40857 0.58482 1.92466  -1.695
C: -0.59699 0.52768 4.22319  -0.037
C: 0.31626 -0.34734 4.81699  0.002
C: -0.02804 -1.10671 5.92400  -0.941
C: -1.30125 -1.00841 6.46885  -0.514
C: -2.22263 -0.15769 5.88255  -1.079
C: -1.87471 0.59866 4.76963  0.060
H: -0.89595 3.05702 1.86358  0.506
H: -1.58992 2.98376 3.48272  0.617
H: -2.15534 1.87632 2.21304  0.430
H: 1.33508 2.95073 2.68779  0.414
H: 1.87988 1.66427 3.79376  0.298
H: 0.70963 2.85049 4.35770  0.513
H: 0.92479 -0.28495 2.35564  0.305
H: 1.32090 -0.44148 4.41865  0.306
H: 0.70086 -1.77909 6.36017  0.423
H: -1.57171 -1.59719 7.33685  0.438
H: -3.22364 -0.07516 6.28992  0.395
H: -2.61890 1.24771 4.32803  0.423

- net charge = 0
- frontier orbital gap (eV) = 7.0
- energy (eV) = -73085.2717

---

Molecular formula: C47H80N6O14S2
Method: DFT, ωB97M-V/def2-TZVPD

Each line ends with the Mulliken charge.
Positions of all 149 atoms, in Å:
C: -3.11961 -0.28494 2.75116  -1.375
C: -2.98800 -1.69853 3.20191  -0.047
O: -1.61059 -1.98107 3.32804  -0.135
C: -1.33658 -3.06904 4.17420  -1.795
C: -0.09589 -3.78428 3.69959  0.196
C: 1.15326 -2.91392 3.89125  0.156
C: 2.19713 -3.42782 4.84488  1.109
C: 1.92216 -4.26928 5.87450  -0.436
C: 2.88996 -4.73770 6.79140  -0.961
C: 4.20001 -4.30471 6.66537  -0.934
C: 4.51323 -3.41623 5.63233  -0.624
C: 3.55106 -2.97685 4.72529  0.978
C: 3.99455 -2.00344 3.67525  -1.102
O: -0.18562 -4.07302 2.30045  0.335
C: -0.50562 -5.38417 1.94023  1.224
N: -1.71760 -5.76272 2.64831  -0.525
C: 0.60237 -6.38873 2.29087  -0.606
C: 0.41998 -7.16189 3.55306  -0.581
N: 1.12428 -7.10642 4.59053  -0.730
C: -0.74914 -5.37754 0.38503  -0.531
O: -1.37499 -6.60254 0.06180  -0.657
C: 0.48173 -5.38415 -0.52009  -2.444
C: 1.31017 -4.11648 -0.74818  0.568
N: 2.10783 -3.69426 0.38803  -0.441
N: 0.47806 -3.02135 -1.21157  -0.312
N: 2.27090 -4.51086 -1.77923  -0.708
O: -1.62730 -4.30131 0.16155  0.070
C: -2.28349 -4.29117 -1.10756  -0.970
C: -2.52516 -2.88121 -1.62406  0.366
C: -3.98236 -2.45746 -1.62415  -0.992
C: -4.14789 -0.94911 -1.75624  -0.318
S: -4.21771 -0.55775 -3.52715  -0.251
C: -3.47868 1.06849 -3.51058  -0.124
S: -4.40997 2.38853 -3.43896  -0.244
N: -2.09333 1.03695 -3.64679  0.470
C: -1.37794 2.20509 -3.11256  -0.616
C: -1.58027 2.41055 -1.64172  -1.311
C: -1.71682 0.78487 -5.06360  -0.167
C: -1.57266 -0.69399 -5.40391  -0.875
H: -2.72058 0.38149 3.50393  0.327
H: -4.14628 -0.02772 2.53044  0.435
H: -2.51349 -0.15469 1.86894  0.232
H: -3.49000 -1.84758 4.15516  0.424
H: -3.42015 -2.37295 2.46150  0.071
H: -2.17402 -3.75860 4.19370  0.605
H: -1.14986 -2.68894 5.17771  0.425
H: -0.00469 -4.69074 4.27867  0.462
H: 0.85047 -1.93619 4.25224  0.725
H: 1.60734 -2.73720 2.93183  -1.322
H: 0.90852 -4.61376 5.98171  0.571
H: 2.58881 -5.42172 7.56083  0.547
H: 4.95850 -4.64862 7.34479  0.415
H: 5.52692 -3.06515 5.53486  0.420
H: 5.06563 -2.05102 3.55056  0.378
H: 3.78023 -0.99427 4.01009  0.141
H: 3.50212 -2.12392 2.72167  0.132
H: -2.46292 -5.13737 2.36677  0.219
H: -1.98900 -6.71360 2.44460  0.444
H: 1.57084 -5.90654 2.33138  0.058
H: 0.63929 -7.11577 1.48664  0.703
H: -0.40110 -7.86428 3.58141  0.452
H: 1.87329 -6.41944 4.49667  0.264
H: -2.25924 -6.57153 0.43838  0.546
H: 1.16910 -6.15342 -0.20460  0.147
H: 0.12966 -5.69974 -1.49282  0.820
H: 2.33876 -4.45550 1.00451  0.266
H: 1.63024 -2.97614 0.90297  0.066
H: 0.13234 -2.43298 -0.46868  0.152
H: 0.96305 -2.47967 -1.90693  0.287
H: 1.78870 -4.75668 -2.63465  0.274
H: 2.88546 -3.72800 -1.95547  0.360
H: -1.75532 -4.89776 -1.82820  0.307
H: -3.25247 -4.76675 -0.96503  0.717
H: -1.99669 -2.20706 -0.96068  0.122
H: -2.08292 -2.75552 -2.60205  -0.221
H: -4.45699 -2.79117 -0.70955  0.517
H: -4.47949 -2.89635 -2.48481  0.325
H: -3.30822 -0.42240 -1.32032  -0.074
H: -5.04685 -0.58073 -1.28140  0.513
H: -0.32732 1.99790 -3.28067  0.493
H: -1.60584 3.10976 -3.67144  0.460
H: -1.52126 1.45898 -1.14143  0.219
H: -0.80984 3.06403 -1.25913  0.449
H: -2.53905 2.85866 -1.42072  0.294
H: -0.78781 1.29398 -5.25132  0.133
H: -2.45203 1.23920 -5.71766  0.372
H: -0.65328 -0.86946 -5.94582  0.363
H: -2.39170 -1.04788 -6.01629  0.374
H: -1.56703 -1.28404 -4.50089  -0.092
O: -4.72452 8.35268 -5.89446  -0.605
C: -4.90164 7.59713 -4.98281  0.516
O: -3.93814 6.76802 -4.53512  -0.411
C: -4.45189 5.91097 -3.49268  -0.003
C: -5.66033 6.65497 -2.93160  -0.556
C: -6.16895 7.39888 -4.16932  -0.458
H: -4.72087 4.95345 -3.93349  -0.088
H: -3.66728 5.74811 -2.75880  0.345
H: -6.38946 5.99185 -2.47184  0.355
H: -5.33464 7.37423 -2.17910  0.282
H: -6.86190 6.79957 -4.76131  0.289
H: -6.62333 8.35822 -3.94073  0.307
O: -2.64484 10.22860 -1.27421  -0.583
C: -2.48165 10.68622 -2.36625  0.394
O: -1.76558 11.81775 -2.57168  -0.374
C: -1.81624 12.19861 -3.95873  -0.386
C: -2.15469 10.91742 -4.71532  -0.630
C: -3.01429 10.17686 -3.69237  0.158
H: -2.58648 12.96405 -4.07438  0.233
H: -0.85413 12.62498 -4.23014  0.336
H: -2.64748 11.09521 -5.66771  0.345
H: -1.24392 10.35033 -4.90834  0.285
H: -4.06764 10.45026 -3.77047  0.200
H: -2.91149 9.09806 -3.75629  -0.010
O: -0.23975 -1.63868 7.44379  -0.603
C: 0.62854 -0.81425 7.43736  0.549
O: 0.48823 0.38784 6.83973  -0.373
C: 1.73088 1.11813 6.89067  -0.278
C: 2.50702 0.50816 8.05576  -0.579
C: 2.02143 -0.94284 8.02349  0.212
H: 2.24584 0.98444 5.93734  0.148
H: 1.50077 2.17179 7.02166  0.310
H: 3.58336 0.62675 7.95564  0.344
H: 2.20102 0.97695 8.99172  0.283
H: 2.60762 -1.56613 7.34281  -0.357
H: 1.98603 -1.40291 9.00604  0.387
O: 0.09328 2.44178 -7.24039  -0.546
C: 1.13955 1.88241 -7.37391  0.596
O: 1.51304 0.85470 -6.57173  -0.283
C: 2.85333 0.43307 -6.87966  -0.458
C: 3.09985 0.90155 -8.31108  -0.492
C: 2.24631 2.17020 -8.37260  -0.582
H: 3.53189 0.90483 -6.16617  0.257
H: 2.90850 -0.64526 -6.75752  0.318
H: 4.15328 1.05551 -8.53194  0.337
H: 2.71192 0.16297 -9.01265  0.268
H: 2.78846 3.05263 -8.03040  0.266
H: 1.82342 2.36728 -9.35262  0.319
O: 5.05970 1.11084 3.90981  -0.590
C: 5.75258 1.15867 2.93784  0.582
O: 5.35838 1.78138 1.80447  -0.364
C: 6.33031 1.59582 0.76138  -0.428
C: 7.63699 1.27741 1.48329  -0.521
C: 7.12882 0.55054 2.72980  -0.348
H: 5.99666 0.77247 0.12658  0.263
H: 6.37089 2.50471 0.16732  0.306
H: 8.32936 0.70020 0.87517  0.339
H: 8.13336 2.20341 1.77402  0.260
H: 7.00285 -0.52013 2.56155  0.164
H: 7.74437 0.70567 3.61048  0.377

- net charge = 0
- frontier orbital gap (eV) = 8.0
- energy (eV) = -109312.6525

---

Molecular formula: C15H23IN2OSiTi
Method: DFT, ωB97M-V/def2-TZVPD

Each line ends with the Mulliken charge.
Positions of all 44 atoms, in Å:
C: 0.13696 1.61029 1.33900  -0.924
C: 0.22177 -1.74665 1.39133  -0.830
H: 1.25912 1.89129 1.15886  0.273
H: -0.03375 1.82773 2.30136  0.364
H: -0.57511 2.31534 0.83480  0.359
H: 0.31871 -2.33969 0.56261  0.345
H: 1.14091 -1.57176 1.94267  0.222
H: -0.74584 -1.86695 1.87333  0.173
C: 0.09200 2.68702 -1.94764  0.103
C: 0.17844 3.47028 -3.08410  -0.846
C: 0.08939 2.85913 -4.34089  -0.492
C: -0.07991 1.48564 -4.42912  -0.600
H: 0.17574 3.09790 -0.92348  0.360
H: 0.31478 4.53852 -2.97360  0.422
H: 0.15321 3.45209 -5.25310  0.459
H: -0.14069 0.96131 -5.37364  0.342
N: -0.11260 1.34696 -2.02743  0.243
C: -0.17347 0.72505 -3.25817  0.487
C: -0.32434 -0.73738 -3.25166  0.518
N: -0.33243 -1.35659 -2.02045  0.234
C: -0.39375 -2.70666 -1.91867  0.049
C: -0.56896 -2.88498 -4.30555  -0.459
C: -0.53146 -3.49638 -3.04533  -0.889
H: -0.35039 -3.11602 -0.89493  0.495
H: -0.61307 -4.56604 -2.92370  0.431
C: -0.45821 -1.50758 -4.41195  -0.641
H: -0.48436 -0.98368 -5.35844  0.380
H: -0.68547 -3.48421 -5.20966  0.458
Ti: 0.26386 -0.05345 -0.44649  0.329
I: 2.64956 -0.13315 -0.73800  -0.081
C: -1.64576 0.79560 4.17554  -0.926
Si: -0.02101 0.04246 3.71929  0.509
C: 1.52893 0.98901 4.15625  -0.902
C: 0.11352 -1.77830 4.30195  -0.964
O: -0.37302 0.27529 1.36710  -0.351
H: -1.60722 0.78045 5.28419  0.420
H: -2.47343 0.16539 3.79108  0.330
H: -1.69728 1.83077 3.78696  0.328
H: 1.50005 0.96648 5.26442  0.430
H: 2.43350 0.47414 3.77560  0.326
H: 1.44777 2.02525 3.77608  0.351
H: -0.77836 -2.36813 3.96311  0.374
H: 1.06714 -2.25338 3.95131  0.374
H: 0.11455 -1.66241 5.41913  0.415

- net charge = +2
- frontier orbital gap (spin up / spin down) (eV) = 6.3 / 6.3
- energy (eV) = -60033.0465